Here is C35H39Cl2IrN6O5SSi as an isolated structure from OMol25. Energies are from ωB97M-V with the def2-TZVPD basis set.

energy relative to the best compared isomer or geometry (same formula, charge and spin)	124.5	kJ/mol
HOMO energy	-7.00	eV
electronic energy	-3774.3321	Ha

Cartesian coordinates (Å):
1 Ir 0.584148 0.715643 -0.333779
2 N 0.752924 2.780880 -0.580643
3 C 2.056993 3.441960 -0.331944
4 C 3.163335 2.786177 -1.159394
5 C 4.222948 2.090437 -0.304651
6 C 3.651780 1.093895 0.700062
7 N 2.626008 0.211697 0.093658
8 H 0.448162 2.999991 -1.528756
9 H 0.058381 3.206681 0.029139
10 H 2.250016 3.327820 0.734217
11 H 1.980559 4.512557 -0.531163
12 H 3.640016 3.509674 -1.820278
13 H 2.690596 2.042025 -1.805870
14 H 4.804579 2.826886 0.255115
15 H 4.930269 1.577698 -0.962099
16 H 3.187429 1.607102 1.540921
17 H 4.469291 0.491657 1.102599
18 H 2.554060 -0.636552 0.648580
19 H 2.958612 -0.097938 -0.818931
20 O -4.538832 1.742069 -6.916436
21 S -5.959799 1.941661 -6.709383
22 O -6.438019 3.282306 -6.983012
23 O -6.805799 0.863848 -7.178655
24 C -6.149416 1.835833 -4.897507
25 N -7.384176 1.913061 -4.385892
26 C -7.486148 1.834438 -3.071932
27 C -6.388809 1.675238 -2.229903
28 C -5.159686 1.609482 -2.858600
29 N -5.045637 1.691991 -4.179455
30 C -3.862712 1.427143 -2.152768
31 C -3.737925 1.199206 -0.788141
32 C -2.486683 0.997602 -0.237480
33 N -1.359376 1.011656 -0.960240
34 C -1.482134 1.249400 -2.282650
35 C -2.689749 1.460055 -2.903788
36 H -8.488509 1.898549 -2.659617
37 H -6.514501 1.611780 -1.158303
38 H -4.602304 1.154802 -0.140573
39 H -2.369651 0.798345 0.814984
40 H -0.555579 1.248025 -2.840097
41 H -2.754766 1.626289 -3.971568
42 Cl -0.990351 -1.180328 -4.641913
43 C -1.169295 -2.851162 -5.075806
44 C -1.371394 -3.176817 -6.404413
45 C -1.525866 -4.506105 -6.758788
46 C -1.446668 -5.492922 -5.789872
47 C -1.221185 -5.147461 -4.469192
48 Cl -1.048825 -6.416386 -3.297927
49 C -1.107299 -3.813655 -4.064813
50 N -0.896663 -3.469998 -2.724790
51 C -1.855684 -3.817382 -1.739783
52 C -3.182159 -4.072885 -2.076985
53 C -4.094969 -4.445763 -1.106267
54 C -3.699501 -4.565611 0.218986
55 C -2.380854 -4.313725 0.557657
56 C -1.451391 -3.945947 -0.408988
57 C -0.012019 -3.693779 -0.017694
58 C 0.119959 -2.265642 0.438858
59 O -0.141753 -2.115364 1.708743
60 O 0.363283 -1.374336 -0.376008
61 H -1.430565 -2.387143 -7.140032
62 H -1.703973 -4.772871 -7.790992
63 H -1.544246 -6.537803 -6.048679
64 H -0.497468 -2.549701 -2.597536
65 H -3.495074 -3.976679 -3.109096
66 H -5.121598 -4.639260 -1.388072
67 H -4.410044 -4.859514 0.979680
68 H -2.055874 -4.412660 1.587656
69 H 0.643281 -3.870606 -0.869494
70 H 0.259111 -4.341944 0.813875
71 C 1.915768 -0.964928 3.350330
72 Si 0.095877 -1.272584 3.175351
73 C -0.921781 0.267079 3.265222
74 C -0.493999 -2.538868 4.402744
75 C 0.139751 -3.782325 4.490385
76 C -0.299330 -4.750347 5.379018
77 C -1.386093 -4.488819 6.203925
78 C -2.027617 -3.262066 6.135069
79 C -1.583629 -2.297430 5.239925
80 H 2.122550 -0.490583 4.312055
81 H 2.245229 -0.288130 2.565060
82 H 2.488428 -1.893685 3.307373
83 H -0.894282 0.685224 4.274008
84 H -1.962975 0.066123 3.008227
85 H -0.508079 0.995560 2.563953
86 H 0.989136 -4.004380 3.851682
87 H 0.203165 -5.707559 5.431100
88 H -1.731663 -5.243005 6.898971
89 H -2.875419 -3.056373 6.775525
90 H -2.100405 -1.345509 5.197033

Forces on the atoms, in the same order (eV/Å):
0.00 -0.02 0.04
0.01 -0.03 0.24
-0.01 -0.04 0.05
-0.05 -0.06 0.03
-0.05 -0.04 -0.02
-0.02 0.06 -0.01
-0.11 -0.03 -0.25
0.04 -0.03 0.00
-0.03 0.00 -0.02
0.03 0.07 0.00
-0.02 -0.01 -0.07
0.04 0.04 0.06
0.00 0.04 -0.06
0.00 0.01 -0.01
-0.01 0.00 0.00
-0.04 0.01 0.01
0.00 -0.01 0.01
0.05 0.02 -0.02
0.06 -0.03 0.01
0.00 0.00 0.00
0.00 0.02 0.01
0.00 -0.01 0.00
0.00 -0.01 0.00
0.00 -0.01 0.01
0.01 0.00 -0.01
0.00 0.00 0.01
-0.01 0.01 0.00
0.00 -0.02 0.00
0.00 0.00 -0.01
0.01 0.00 0.00
0.00 -0.05 -0.01
0.06 -0.10 0.05
0.16 0.09 -0.25
-0.12 0.03 0.03
0.02 -0.02 -0.03
0.00 0.00 0.00
0.00 0.01 0.00
0.00 0.00 0.00
0.06 0.01 0.12
0.00 -0.02 -0.04
0.00 0.00 0.00
0.00 0.06 0.03
-0.01 0.01 0.03
0.00 0.00 -0.01
0.00 0.01 0.01
0.00 -0.01 0.00
0.00 0.00 0.00
0.00 0.00 0.01
-0.02 0.01 -0.05
0.07 0.00 0.06
-0.02 -0.06 -0.01
0.01 0.02 -0.01
-0.01 0.00 0.01
0.00 0.00 -0.01
-0.01 0.05 0.01
-0.01 0.01 0.01
0.03 -0.02 0.00
-0.23 -0.19 -0.15
0.16 0.35 -0.03
0.08 -0.03 0.41
-0.01 0.00 0.00
0.00 0.00 0.00
0.00 0.00 0.00
-0.03 0.01 -0.04
0.00 0.00 0.00
0.00 0.00 0.00
0.00 -0.01 0.00
0.00 0.00 0.01
-0.02 0.02 0.00
0.02 -0.03 -0.03
-0.04 -0.02 -0.04
-0.21 -0.19 0.05
0.09 0.00 -0.11
0.01 0.00 0.00
-0.01 0.00 0.00
0.00 0.00 0.00
0.00 0.00 0.00
0.00 0.00 0.00
0.01 0.01 0.01
-0.02 -0.01 -0.01
0.10 0.07 0.07
0.02 0.03 -0.03
0.02 0.00 0.00
-0.01 0.02 0.00
-0.08 0.05 -0.05
0.00 0.00 0.00
0.00 0.00 0.00
0.00 0.00 0.00
0.00 0.00 0.00
0.00 0.00 0.00

Here is a 3-piece molecular cluster, C4H14NO2 overall at a distorted geometry from OMol25. Energies are from ωB97M-V with the def2-TZVPD basis set.

energy relative to the best compared isomer or geometry (same formula, charge and spin)	77.3	kJ/mol
HOMO energy	-14.11	eV
electronic energy	-365.8013	Ha
net charge	+1

Cartesian coordinates (Å):
1 C 0.343383 0.210728 2.054726
2 C 1.102414 0.892531 0.913461
3 C 0.323706 1.067905 -0.339768
4 C -0.159351 2.197134 -0.795004
5 N -0.186817 -0.194479 -0.924429
6 H 1.013442 -0.032522 2.867472
7 H -0.548161 0.778436 2.315132
8 H -0.074685 -0.728027 1.677163
9 H 1.496441 1.873579 1.188620
10 H 2.033702 0.360003 0.702555
11 H 0.123774 3.102038 -0.269436
12 H -0.699295 2.366714 -1.714324
13 H -0.418054 -0.058401 -1.909860
14 H -1.082809 -0.494035 -0.485939
15 H 0.488865 -0.982744 -0.857597
16 H 2.250712 -2.723401 -1.569039
17 H 1.799367 -2.728104 -0.078020
18 O 1.749589 -2.234878 -0.904005
19 H -3.159531 -0.520165 0.888427
20 H -3.403632 -1.301164 -0.406620
21 O -2.761549 -0.732171 0.033998

Forces on the atoms, in the same order (eV/Å):
-0.41 -0.31 -1.19
0.92 0.30 0.18
-0.94 -0.61 0.58
0.56 1.14 -0.26
0.04 -0.31 -0.43
-0.17 0.21 0.36
0.29 0.28 0.52
0.19 -0.25 0.15
-0.38 0.06 0.18
-0.12 -0.39 -0.14
0.01 -0.02 -0.08
-0.31 -0.39 0.00
0.16 0.00 0.01
0.05 0.19 0.18
0.09 0.18 -0.19
-0.06 0.02 0.16
0.18 -0.17 -0.12
-0.14 0.11 0.09
0.10 0.02 -0.10
0.03 0.01 -0.02
-0.11 -0.06 0.11

Here is C16H30LaNO as an isolated structure at a distorted geometry from OMol25. Energies are from ωB97M-V with the def2-TZVPD basis set.

HOMO energy	-14.89	eV
electronic energy	-788.7164	Ha
net charge	+2

Cartesian coordinates (Å):
1 C 0.217258 -1.806202 2.172089
2 H 0.146017 -1.178103 3.078862
3 H -0.100226 -2.830344 2.337898
4 H -0.628577 -1.462517 1.550329
5 C 1.694966 -1.783462 1.715910
6 H 1.870134 -1.780368 0.616392
7 H 2.178964 -0.897792 2.151373
8 C 2.561751 -2.953750 2.246731
9 H 3.555319 -2.780113 1.869634
10 H 2.665621 -3.028140 3.335064
11 H 2.263551 -3.936107 1.865602
12 C -0.822228 -0.092258 -2.359434
13 C 0.264549 -1.025942 -2.337530
14 C -0.106815 -2.117989 -1.497227
15 C -1.413009 -1.872202 -0.983268
16 C -1.867217 -0.602039 -1.507158
17 C -3.156804 0.093248 -1.208452
18 C -2.259371 -2.883746 -0.252553
19 C 0.668776 -3.374899 -1.277184
20 C 1.573412 -0.816328 -2.982466
21 C -0.825475 1.229356 -3.021051
22 La 0.073644 0.088948 -0.086465
23 H -3.101506 -2.410408 0.287387
24 H -2.710167 -3.580242 -0.992078
25 H -1.685639 -3.524150 0.448068
26 H -3.644279 -0.321935 -0.308098
27 H -3.036576 1.184517 -1.095090
28 H -3.868639 -0.051917 -2.045455
29 H 0.182452 1.620185 -3.174934
30 H -1.291579 1.138612 -4.014898
31 H -1.378032 1.991617 -2.455611
32 H 2.344877 -1.481172 -2.603174
33 H 1.504196 -0.954546 -4.064897
34 H 1.951228 0.186312 -2.803446
35 H 0.632572 -3.701230 -0.229663
36 H 0.286770 -4.213774 -1.883628
37 H 1.728512 -3.283992 -1.528382
38 C -0.981901 4.824603 1.235372
39 N 0.307874 4.305980 1.717154
40 C 1.272284 5.159609 2.458584
41 C 0.675696 3.048097 1.504745
42 O -0.103290 2.033028 1.204585
43 H -1.038791 5.854260 1.576030
44 H -1.784393 4.236429 1.685919
45 H -1.047348 4.812621 0.135028
46 H 1.445565 4.731388 3.443534
47 H 2.215527 5.272285 1.916877
48 H 0.821126 6.140236 2.570491
49 H 1.749222 2.794336 1.588484

Forces on the atoms, in the same order (eV/Å):
0.16 0.22 0.65
-0.16 -0.73 -0.14
0.00 -0.09 0.42
0.19 -0.07 -0.30
0.28 0.13 0.26
-0.24 -0.03 0.18
-0.15 0.15 -0.38
-0.17 -0.25 -0.25
0.50 0.00 -0.12
-0.44 0.30 -0.20
-0.23 0.23 0.05
-0.70 -1.45 0.15
-1.29 -0.68 -0.02
-0.37 0.02 -0.78
-0.46 0.16 -0.80
0.64 -0.87 -0.79
-0.62 -0.10 -0.04
-0.28 -0.28 0.13
0.28 -0.59 0.21
0.52 -0.10 -0.24
-0.04 0.58 -0.39
1.50 0.91 2.31
0.47 -0.28 -0.18
0.23 0.42 0.36
-0.27 0.47 -0.34
0.21 0.30 -0.37
-0.08 -0.33 0.05
0.31 0.11 0.39
0.06 -0.03 -0.14
0.11 0.23 0.27
-0.10 -0.14 -0.17
-0.03 -0.24 -0.07
0.12 0.10 0.06
0.12 0.47 -0.17
-0.11 -0.01 -0.19
-0.01 0.38 0.18
-0.11 0.12 -0.06
-0.10 -0.07 0.38
0.94 -1.84 -0.65
-0.10 0.18 -0.31
-1.27 -0.80 0.04
1.29 3.01 0.27
-0.22 -0.04 -0.05
-0.04 0.18 -0.19
0.16 -0.15 0.47
0.01 0.08 -0.04
-0.17 -0.09 0.03
0.06 0.01 0.04
-0.39 0.51 0.47

Here is one molecule with the formula C4H7N at a distorted geometry from OMol25. Energies are from ωB97M-V with the def2-TZVPD basis set.

energy relative to the best compared isomer or geometry (same formula, charge and spin)	304.4	kJ/mol
⟨S²⟩	2.01
spin multiplicity	3
HOMO energy (alpha / beta)	-5.33 / -10.35	eV
electronic energy	-211.0884	Ha

Cartesian coordinates (Å):
1 C 0.110428 2.019160 -0.155340
2 C 0.739048 0.756129 0.046453
3 C -0.737336 -1.351885 0.593956
4 C 0.196165 -0.615762 -0.376261
5 N 0.822161 1.787282 -1.130079
6 H -0.556377 2.850414 0.111212
7 H 1.657330 0.923339 0.705748
8 H -0.206317 -1.295650 1.583426
9 H -1.025842 -2.380364 0.219896
10 H -1.717266 -0.849878 0.451320
11 H -0.372278 -0.587349 -1.404927
12 H 1.090285 -1.255437 -0.645405

Forces on the atoms, in the same order (eV/Å):
-6.55 5.36 4.95
1.74 -1.21 -0.38
-0.10 0.30 -0.42
0.89 -1.00 -3.04
4.30 -3.30 -5.71
0.59 -0.82 0.88
-1.51 -1.06 -0.06
-1.43 -0.49 -0.54
1.13 0.86 0.64
0.54 0.13 1.24
1.15 0.71 1.89
-0.74 0.53 0.57

Here is one molecule with the formula C3H6N2O from OMol25. Energies are from ωB97M-V with the def2-TZVPD basis set.

energy relative to the best compared isomer or geometry (same formula, charge and spin)	125.3	kJ/mol
HOMO energy	-9.70	eV
electronic energy	-302.6454	Ha

Cartesian coordinates (Å):
1 N 1.951052 0.359757 -0.286572
2 C 1.016650 -0.632299 -0.114219
3 O 1.229573 -1.790501 -0.414768
4 N -0.132259 -0.240182 0.581856
5 C -1.475520 -0.612222 0.247220
6 C -1.060103 0.823894 0.298182
7 H 1.697057 1.328758 -0.384684
8 H 2.814420 0.060122 -0.712214
9 H -1.662777 -1.021623 -0.744888
10 H -2.061242 -1.053776 1.051178
11 H -0.988772 1.324273 -0.668526
12 H -1.328082 1.453798 1.147438

Forces on the atoms, in the same order (eV/Å):
0.02 -0.03 -0.09
-0.04 -0.15 0.03
-0.15 0.32 0.07
0.23 -0.11 0.03
-0.12 -0.22 -0.06
0.03 0.28 -0.09
-0.07 -0.14 0.19
-0.19 0.06 -0.06
0.12 -0.01 0.19
0.10 0.14 -0.15
0.01 -0.01 0.19
0.05 -0.13 -0.26

Here is one molecule with the formula C5H7NO from OMol25. Energies are from ωB97M-V with the def2-TZVPD basis set.

energy relative to the best compared isomer or geometry (same formula, charge and spin)	272.8	kJ/mol
HOMO energy	-10.01	eV
electronic energy	-324.6206	Ha

Cartesian coordinates (Å):
1 N -0.707848 -1.713188 -2.057878
2 C -0.734970 -0.784921 -1.204393
3 O -0.235006 0.497154 -1.428964
4 C 0.733124 0.088521 -0.418445
5 C 0.709903 1.046536 0.754180
6 C -0.588478 0.331281 1.232977
7 C -0.341390 -0.839114 0.232243
8 H -0.379540 -1.292345 -2.933234
9 H 1.543525 -0.415495 -0.952498
10 H 0.633552 2.102954 0.485916
11 H 1.553832 0.894681 1.432781
12 H -1.503304 0.902480 1.066666
13 H -0.552174 0.007919 2.276534
14 H -0.130175 -1.827730 0.634499

Forces on the atoms, in the same order (eV/Å):
-0.53 0.29 0.07
0.03 -0.50 -0.27
0.12 -0.04 -0.16
0.49 0.15 0.15
0.07 0.11 0.05
-0.15 0.03 0.10
-0.02 -0.23 0.00
-0.42 -0.21 -0.06
0.47 0.53 0.45
0.04 -0.16 0.02
-0.15 0.00 -0.06
0.11 -0.13 -0.02
-0.07 0.02 -0.21
0.02 0.15 -0.06